(1)
DFT (ωB97M-V/def2-TZVPD) results for a 8-piece molecular cluster, C4H23NO8 overall in a non-equilibrium geometry.

orbital gap: 0.340 Eh
E_HOMO: -9.1532 eV
LUMO: 0.1 eV
relative energy (zero: lowest compared OMol25 entry of this formula, charge and spin): 43.3 kcal per mole

Positions of all 36 atoms, in Å:
C (0.04278, -2.88370, 1.47864)
N (0.40199, -1.74714, 0.59856)
C (-0.68251, -1.10120, -0.15745)
C (-1.96557, -1.92158, -0.42865)
C (-1.09604, 0.15571, 0.60529)
O (-1.79802, 1.00058, 0.10736)
H (0.59808, -2.77349, 2.41417)
H (-1.00086, -2.89155, 1.76385)
H (0.42628, -3.80970, 1.08419)
H (0.98749, -2.15748, -0.11752)
H (-0.40526, -0.76051, -1.13883)
H (-2.70087, -1.23831, -0.86342)
H (-1.85095, -2.53227, -1.33215)
H (-2.32926, -2.49583, 0.40896)
H (-0.67363, 0.22068, 1.62374)
O (1.80972, -0.70329, -2.25684)
H (1.39021, 0.16034, -2.40732)
H (2.38050, -0.81606, -3.02123)
O (-3.51507, -0.45512, 2.01806)
H (-3.65505, 0.39390, 1.59663)
H (-3.91449, -1.07440, 1.39952)
O (2.02922, 2.29640, 2.49000)
H (1.28584, 2.87581, 2.69705)
H (1.80037, 1.52248, 3.01775)
O (-0.56634, 3.77324, -0.79958)
H (-0.56380, 3.56799, 0.14015)
H (0.36562, 3.75636, -1.03923)
O (3.55315, -0.02885, 1.15239)
H (2.86054, 0.00388, 1.80393)
H (3.29567, -0.21259, 0.25198)
O (2.32168, 1.74593, -1.69279)
H (2.66478, 2.59557, -1.39682)
H (3.05758, 1.13657, -1.59112)
O (-1.71143, 1.24206, -3.05311)
H (-1.98288, 1.49649, -2.16417)
H (-0.85946, 1.65910, -3.19200)

The natural (NBO) scheme yields these atomic charges, measured in e: -0.426, -0.635, -0.182, -0.637, 0.487, -0.589, 0.191, 0.196, 0.192, 0.374, 0.244, 0.231, 0.222, 0.205, 0.113, -0.964, 0.495, 0.471, -0.941, 0.479, 0.469, -0.924, 0.465, 0.461, -0.932, 0.471, 0.462, -0.961, 0.480, 0.481, -0.962, 0.480, 0.483, -0.957, 0.493, 0.465

***

(2)
DFT (ωB97M-V/def2-TZVPD) results for a 8-piece molecular cluster, C4H23NO8 overall in a non-equilibrium geometry.

orbital gap: 0.325 Eh
E_HOMO: -8.7344 eV
LUMO: 0.1 eV
relative energy (zero: lowest compared OMol25 entry of this formula, charge and spin): 13.8 kcal per mole

Positions of all 36 atoms, in Å:
N (2.09948, -0.03549, -1.75485)
C (0.89702, -0.54695, -1.06619)
C (-0.24548, 0.49541, -0.90378)
C (-1.42775, 0.15555, -1.84026)
C (-1.15751, 0.33040, -3.28291)
O (-0.31277, 1.06534, -3.74439)
H (2.71455, 0.55323, -1.22347)
H (1.84197, 0.31923, -2.65978)
H (1.21529, -0.84995, -0.07008)
H (0.65541, -1.44372, -1.63731)
H (-0.50734, 0.61020, 0.14051)
H (0.16595, 1.40614, -1.33648)
H (-2.32520, 0.69087, -1.51329)
H (-1.64830, -0.89445, -1.67979)
H (-1.75952, -0.27463, -3.98196)
O (1.31641, -1.53800, 2.03290)
H (1.90692, -2.12387, 1.57632)
H (1.78921, -0.73571, 2.29109)
O (2.15616, 3.09258, 0.28018)
H (2.79304, 3.31516, -0.40292)
H (1.88975, 3.86043, 0.79023)
O (2.76420, 0.96408, 2.01071)
H (3.26164, 1.54548, 2.58570)
H (2.65767, 1.31597, 1.12203)
O (-2.43107, -2.87672, -0.67704)
H (-1.95005, -2.92379, 0.17698)
H (-2.31436, -3.67846, -1.17455)
O (-1.19814, -2.59267, 1.70209)
H (-1.88824, -2.00662, 2.04427)
H (-0.36858, -2.15689, 1.86255)
O (-2.59045, -0.19280, 1.82182)
H (-2.82660, -0.31915, 0.88643)
H (-3.44531, 0.14493, 2.13425)
O (-0.32108, 1.74198, 2.77944)
H (0.53670, 1.60708, 2.35268)
H (-0.81762, 0.97619, 2.45000)

The natural (NBO) scheme yields these atomic charges, measured in e: -0.861, -0.237, -0.430, -0.546, 0.449, -0.545, 0.345, 0.371, 0.205, 0.189, 0.210, 0.228, 0.231, 0.259, 0.113, -0.981, 0.483, 0.516, -0.971, 0.486, 0.493, -0.994, 0.491, 0.509, -1.004, 0.506, 0.470, -0.992, 0.493, 0.505, -0.957, 0.487, 0.483, -0.957, 0.471, 0.481

***

(3)
DFT (ωB97M-V/def2-TZVPD) results for a 7-piece molecular cluster, C4H24N2O7 overall in a non-equilibrium geometry.

orbital gap: 0.322 Eh
E_HOMO: -8.8532 eV
LUMO: -0.1 eV
relative energy (zero: lowest compared OMol25 entry of this formula, charge and spin): 96.0 kcal per mole

Positions of all 37 atoms, in Å:
N (-0.99872, -3.75502, -0.86196)
C (-1.89607, -2.64150, -1.09787)
C (-1.36570, -1.19693, -0.62635)
N (-1.21803, -1.11189, 0.83694)
C (-2.28048, -0.11706, -1.17501)
C (-1.56352, 1.34055, -1.27436)
O (-1.26445, 1.91415, 0.01060)
H (-0.24761, -3.94409, -1.48342)
H (-0.83696, -3.93780, 0.09558)
H (-2.41145, -2.54051, -2.03399)
H (-2.79275, -2.72526, -0.39604)
H (-0.39486, -0.99872, -1.08418)
H (-0.90982, -1.97140, 1.28530)
H (-1.95249, -0.63115, 1.30023)
H (-3.25393, 0.03528, -0.74276)
H (-2.31343, -0.19788, -2.23747)
H (-2.20910, 2.12312, -1.69011)
H (-0.51841, 1.13286, -1.73302)
H (-0.80437, 1.31593, 0.59871)
O (2.36413, -0.01556, 1.15384)
H (2.73946, -0.70103, 1.70666)
H (3.04927, 0.07369, 0.42727)
O (0.96784, 3.52831, -0.80476)
H (0.03872, 3.38926, -1.08573)
H (1.12585, 3.05894, 0.02945)
O (0.63162, 0.18949, 3.27802)
H (1.22057, -0.16668, 3.94426)
H (0.97679, -0.04861, 2.40600)
O (0.92589, 2.23211, 1.51986)
H (1.72382, 2.08361, 2.08136)
H (1.02732, 1.29048, 1.30129)
O (1.31688, 1.08060, -1.91999)
H (1.60935, 1.96430, -2.12743)
H (1.33023, 0.53797, -1.14589)
O (2.40565, -2.04912, 0.01032)
H (1.62130, -1.67066, 0.41111)
H (2.15774, -2.62813, -0.69947)

The natural (NBO) scheme yields these atomic charges, measured in e: -0.863, -0.228, -0.063, -0.896, -0.454, -0.105, -0.759, 0.370, 0.364, 0.206, 0.183, 0.160, 0.364, 0.386, 0.211, 0.216, 0.186, 0.220, 0.472, -0.995, 0.496, 0.525, -1.005, 0.481, 0.498, -0.940, 0.466, 0.467, -0.924, 0.478, 0.466, -1.014, 0.541, 0.496, -0.973, 0.486, 0.480

***

(4)
DFT (ωB97M-V/def2-TZVPD) results for a 9-piece molecular cluster, C4H24NO10 overall in a non-equilibrium geometry.

orbital gap: 0.191 Eh
E_HOMO: -3.0831 eV
LUMO: 2.1 eV
relative energy (zero: lowest compared OMol25 entry of this formula, charge and spin): 43.7 kcal per mole
net charge: -1

Positions of all 39 atoms, in Å:
N (-0.13485, 0.62047, -0.53414)
H (-0.99715, 1.17530, -0.45531)
H (0.54970, 1.13982, -1.10416)
H (-0.21956, -0.33984, -0.96124)
H (0.23978, 0.48123, 0.42377)
C (0.80549, -2.50394, -1.53590)
O (1.92764, -1.88192, -1.40460)
O (0.74209, -3.77330, -1.55818)
O (-0.33288, -1.81009, -1.61324)
O (-0.21433, -0.38729, -4.20974)
H (-0.15676, -0.94380, -3.40131)
H (-0.84998, -0.84200, -4.76775)
O (-2.84734, -1.21800, -2.52005)
H (-2.75472, -0.79433, -3.37669)
H (-1.92616, -1.50008, -2.28339)
O (3.38674, -0.70232, 0.59781)
H (2.76426, -0.35045, 1.23991)
H (2.80096, -1.16954, -0.05611)
O (1.07564, 1.95765, -2.62010)
H (1.36146, 2.86289, -2.77202)
H (1.34537, 1.46295, -3.40578)
O (-2.52106, 1.83796, 0.25286)
H (-2.82936, 2.74988, 0.25636)
H (-3.23161, 1.33201, -0.16505)
O (-1.75636, -3.01301, 0.54590)
H (-1.15278, -2.55003, -0.07361)
H (-2.21491, -3.63092, -0.02832)
C (1.58589, 1.82981, 2.54664)
C (0.82424, 0.60696, 3.05014)
C (-0.56583, 0.98185, 3.52854)
O (0.69669, -0.29363, 1.94745)
H (0.99916, 2.51522, 1.93563)
H (2.50659, 1.55331, 2.02655)
H (1.98442, 2.35415, 3.42168)
H (1.47289, 0.21303, 3.83798)
H (-0.60680, 1.68967, 4.36191)
H (-1.07281, 0.08319, 3.88947)
H (-1.14299, 1.43153, 2.72057)
H (0.45922, -1.17438, 2.26351)

The natural (NBO) scheme yields these atomic charges, measured in e: -0.959, 0.421, 0.442, 0.478, 0.432, 0.949, -0.903, -0.820, -1.005, -0.995, 0.517, 0.457, -1.000, 0.448, 0.521, -1.008, 0.444, 0.526, -0.954, 0.468, 0.509, -0.948, 0.476, 0.499, -0.999, 0.509, 0.467, -0.635, 0.089, -0.635, -0.744, 0.200, 0.236, 0.207, 0.170, 0.202, 0.214, 0.220, 0.506

***

(5)
DFT (ωB97M-V/def2-TZVPD) results for a 8-piece molecular cluster, C4H24O10 overall in a non-equilibrium geometry.

orbital gap: 0.393 Eh
E_HOMO: -10.3358 eV
LUMO: 0.4 eV
relative energy (zero: lowest compared OMol25 entry of this formula, charge and spin): 78.2 kcal per mole

Positions of all 38 atoms, in Å:
O (4.68480, 3.14991, -1.36389)
C (3.50601, 3.99901, -1.46127)
C (2.58226, 3.49011, -2.66260)
O (3.17785, 3.59604, -3.95980)
H (5.29892, 3.50812, -0.71880)
H (2.94846, 4.06140, -0.52675)
H (3.90093, 5.00183, -1.62397)
H (1.63843, 4.02380, -2.55104)
H (2.30970, 2.44182, -2.54058)
H (2.59872, 3.34817, -4.68422)
O (2.11791, -1.83211, 5.51137)
C (1.95168, -0.49043, 5.15563)
C (3.23308, 0.28992, 5.28251)
O (3.48266, 0.71692, 6.62287)
H (2.45236, -1.85887, 6.41084)
H (1.64164, -0.46884, 4.11088)
H (1.21070, 0.06519, 5.73038)
H (3.45624, 1.06496, 4.54929)
H (4.02650, -0.42191, 5.05479)
H (4.31302, 1.19224, 6.54416)
O (-4.39981, -5.90509, 0.31410)
H (-3.85878, -5.97172, -0.47272)
H (-5.29964, -5.90982, -0.01227)
O (-8.06725, 0.71202, -4.36715)
H (-7.22704, 0.30001, -4.56843)
H (-8.55179, 0.68450, -5.19220)
O (-2.41532, -1.19364, -1.59282)
H (-2.53327, -1.18793, -2.54270)
H (-1.51603, -1.49537, -1.46448)
O (-4.33743, -1.68342, -6.02516)
H (-4.46317, -2.62922, -5.94848)
H (-4.13695, -1.54220, -6.95042)
O (-3.77331, 0.41488, 2.70145)
H (-3.80357, -0.35506, 3.26934)
H (-3.62170, 0.06092, 1.82513)
O (2.15176, -2.86950, -0.65798)
H (2.39650, -3.49460, 0.02434)
H (2.92492, -2.81208, -1.21937)

The natural (NBO) scheme yields these atomic charges, measured in e: -0.730, -0.079, -0.074, -0.730, 0.466, 0.170, 0.170, 0.162, 0.169, 0.476, -0.706, -0.091, -0.105, -0.724, 0.470, 0.187, 0.171, 0.170, 0.161, 0.467, -0.933, 0.466, 0.467, -0.936, 0.471, 0.465, -0.941, 0.469, 0.472, -0.939, 0.469, 0.470, -0.939, 0.467, 0.473, -0.939, 0.470, 0.469

***

(6)
DFT (ωB97M-V/def2-TZVPD) results for a 7-piece molecular cluster, C4H25N2O7 overall in a non-equilibrium geometry.

orbital gap: 0.365 Eh
E_HOMO: -12.6989 eV
LUMO: -2.8 eV
relative energy (zero: lowest compared OMol25 entry of this formula, charge and spin): 68.9 kcal per mole
net charge: +1

Positions of all 38 atoms, in Å:
N (-1.44946, -0.67533, -0.16397)
C (-1.87856, 0.67797, 0.22078)
C (-0.88952, 1.68906, -0.42027)
N (0.51055, 1.58820, 0.07223)
C (0.58439, 2.25740, 1.36111)
C (1.89592, 1.64658, 2.04104)
O (1.50404, 0.34705, 2.43891)
H (-2.29215, -1.33736, -0.33962)
H (-1.03937, -1.18836, 0.63387)
H (-0.89516, -0.61438, -1.04394)
H (-2.98165, 0.75240, -0.03598)
H (-1.78782, 0.85562, 1.30220)
H (-0.96255, 1.88346, -1.50630)
H (-1.35905, 2.65252, -0.15984)
H (0.79546, 0.60544, 0.06475)
H (0.79796, 3.34979, 1.22030)
H (-0.31524, 2.20444, 2.00231)
H (2.13526, 2.15863, 2.96370)
H (2.73171, 1.66334, 1.34547)
H (2.15210, -0.31037, 2.14695)
H (1.01034, -2.71708, 0.82581)
H (0.84251, -3.22837, -0.56031)
O (0.30054, -2.82844, 0.17593)
H (1.70710, 2.10541, -1.62430)
H (2.57558, 1.86032, -2.81339)
O (1.69203, 2.17633, -2.59180)
H (0.79650, -0.64495, -3.44314)
H (1.01848, 0.61497, -2.40348)
O (0.94292, -0.35332, -2.54433)
H (-3.81257, -1.65802, -1.83814)
H (-4.33725, -1.76220, -0.48691)
O (-3.81962, -1.13296, -1.01766)
H (1.80306, -0.93732, -0.82922)
H (3.21202, -1.47700, -0.67186)
O (2.43576, -1.24609, -0.15298)
H (-1.43019, -3.21502, 1.25948)
H (-1.76908, -2.26065, 2.47016)
O (-1.92684, -2.43623, 1.53859)

The natural (NBO) scheme yields these atomic charges, measured in e: -0.765, -0.263, -0.275, -0.676, -0.234, -0.069, -0.750, 0.475, 0.480, 0.441, 0.248, 0.219, 0.226, 0.230, 0.367, 0.205, 0.185, 0.186, 0.180, 0.488, 0.499, 0.495, -0.985, 0.493, 0.479, -0.936, 0.503, 0.508, -1.039, 0.492, 0.496, -0.932, 0.496, 0.486, -0.989, 0.514, 0.499, -0.978